{
  "formula": "C26H68HfN4Na2O14S",
  "method": "wB97M-V/def2-TZVPD",
  "orbital_gap_ev": 1.526,
  "homo_energy_ev": -15.6623,
  "total_charge": 4,
  "total_energy_ev": -83612.4115,
  "e_lumo_ev": -14.14,
  "species": ["Hf", "Na", "Na", "S", "O", "O", "O", "O", "C", "O", "H", "H", "H", "H", "C", "O", "H", "H", "H", "H", "C", "O", "C", "C", "N", "C", "C", "O", "C", "H", "H", "H", "H", "H", "H", "H", "H", "H", "H", "H", "H", "H", "H", "H", "C", "O", "C", "C", "N", "C", "C", "O", "C", "H", "H", "H", "H", "H", "H", "H", "H", "H", "H", "H", "H", "H", "H", "H", "C", "O", "C", "C", "N", "C", "C", "O", "C", "H", "H", "H", "H", "H", "H", "H", "H", "H", "H", "H", "H", "H", "H", "H", "C", "O", "C", "C", "N", "C", "C", "O", "C", "H", "H", "H", "H", "H", "H", "H", "H", "H", "H", "H", "H", "H", "H", "H"],
  "coordinates": [[-1.051, -5.187, -1.833], [-2.632, 2.615, -7.093], [-2.077, 3.142, 1.543], [-1.391, -0.690, -2.620], [-1.412, 0.065, -1.349], [-2.415, -1.718, -2.524], [-1.572, 0.080, -3.831], [-0.292, -1.684, -2.675], [-6.298, -5.478, -2.479], [-5.152, -5.980, -1.854], [-6.213, -4.783, -3.314], [-7.012, -6.183, -2.906], [-6.815, -4.860, -1.745], [-5.438, -6.542, -1.131], [-1.586, -4.151, -6.807], [-1.952, -5.058, -5.770], [-0.608, -3.781, -6.500], [-1.548, -4.439, -7.858], [-2.236, -3.282, -6.711], [-2.611, -5.653, -6.134], [5.092, -1.057, -4.021], [5.689, -0.814, -2.791], [5.644, 0.474, -2.293], [6.710, 0.773, -1.166], [6.673, -0.165, -0.015], [7.692, 0.169, 0.929], [7.990, -0.708, 2.155], [8.283, -2.071, 1.738], [8.815, -2.837, 2.773], [5.380, -0.392, -4.834], [4.016, -0.926, -3.903], [5.247, -2.099, -4.302], [4.680, 0.777, -1.886], [5.850, 1.155, -3.118], [6.601, 1.810, -0.850], [7.696, 0.688, -1.623], [6.931, -1.077, -0.363], [7.465, 1.187, 1.245], [8.617, 0.210, 0.355], [7.014, -0.723, 2.641], [8.764, -0.295, 2.802], [9.020, -3.838, 2.394], [8.072, -2.987, 3.556], [9.741, -2.414, 3.165], [-3.369, 5.725, 4.581], [-4.101, 4.690, 3.956], [-5.488, 4.969, 3.673], [-6.226, 3.623, 3.447], [-5.845, 2.859, 2.279], [-6.351, 3.395, 1.059], [-6.359, 2.283, -0.013], [-6.703, 0.930, 0.372], [-7.970, 0.809, 1.062], [-3.300, 6.614, 3.954], [-2.366, 5.380, 4.833], [-3.822, 6.022, 5.527], [-5.599, 5.646, 2.826], [-5.871, 5.438, 4.579], [-7.300, 3.804, 3.485], [-5.997, 2.972, 4.291], [-6.231, 1.932, 2.394], [-5.776, 4.279, 0.782], [-7.396, 3.699, 1.125], [-5.324, 2.232, -0.353], [-6.993, 2.496, -0.874], [-7.945, 1.104, 2.112], [-8.278, -0.232, 0.971], [-8.729, 1.413, 0.565], [-2.290, -3.432, 1.040], [-1.023, -3.948, 0.670], [-0.034, -3.890, 1.744], [1.383, -3.693, 1.170], [1.636, -4.790, 0.166], [2.836, -4.442, -0.703], [3.040, -5.431, -1.878], [1.816, -5.387, -2.610], [2.028, -6.158, -3.819], [-3.075, -3.706, 0.335], [-2.194, -2.347, 1.089], [-2.534, -3.833, 2.024], [-0.068, -4.755, 2.406], [-0.271, -3.029, 2.368], [2.149, -3.534, 1.930], [1.403, -2.734, 0.653], [2.016, -5.601, 0.632], [3.674, -4.510, -0.009], [2.776, -3.428, -1.097], [3.303, -6.407, -1.471], [3.895, -5.063, -2.445], [2.776, -5.661, -4.435], [1.176, -6.270, -4.489], [2.406, -7.155, -3.592], [-1.547, 6.732, -0.342], [-1.292, 5.296, -0.249], [0.005, 4.889, -0.893], [1.217, 5.261, 0.016], [0.988, 4.877, 1.433], [1.636, 3.575, 1.652], [1.447, 3.167, 3.124], [0.080, 2.782, 3.268], [-0.222, 2.276, 4.559], [-1.856, 7.080, -1.328], [-0.675, 7.282, 0.012], [-2.347, 6.959, 0.362], [0.068, 5.480, -1.807], [-0.033, 3.846, -1.208], [1.270, 6.349, -0.019], [2.172, 4.903, -0.368], [1.308, 5.621, 2.036], [2.694, 3.763, 1.470], [1.469, 2.702, 1.020], [1.466, 4.054, 3.757], [2.192, 2.437, 3.440], [0.603, 1.740, 5.029], [-1.138, 1.694, 4.453], [-0.361, 3.086, 5.275]]
}

{
  "formula": "C26H68N4O10",
  "method": "wB97M-V/def2-TZVPD",
  "smiles": "COCCNCCOC.COCCNCCOC.COCCNCCOC.COCCNCCOC.CO.CO",
  "e_above_lowest_kj_mol": 1443.85,
  "orbital_gap_ev": 8.716,
  "homo_energy_ev": -8.1635,
  "total_energy_ev": -54479.2060,
  "e_lumo_ev": 0.55,
  "species": ["C", "O", "C", "C", "N", "C", "C", "O", "C", "H", "H", "H", "H", "H", "H", "H", "H", "H", "H", "H", "H", "H", "H", "H", "C", "O", "C", "C", "N", "C", "C", "O", "C", "H", "H", "H", "H", "H", "H", "H", "H", "H", "H", "H", "H", "H", "H", "H", "C", "O", "C", "C", "N", "C", "C", "O", "C", "H", "H", "H", "H", "H", "H", "H", "H", "H", "H", "H", "H", "H", "H", "H", "C", "O", "C", "C", "N", "C", "C", "O", "C", "H", "H", "H", "H", "H", "H", "H", "H", "H", "H", "H", "H", "H", "H", "H", "C", "O", "H", "H", "H", "H", "C", "O", "H", "H", "H", "H"],
  "coordinates": [[45.974, 31.863, -0.056], [45.300, 32.509, 0.992], [44.508, 31.619, 1.825], [43.990, 32.543, 2.971], [43.259, 31.723, 3.945], [42.743, 32.350, 5.058], [41.854, 31.418, 5.894], [41.599, 32.056, 7.167], [40.364, 31.778, 7.762], [46.818, 31.450, 0.377], [46.454, 32.678, -0.724], [45.551, 31.025, -0.553], [45.041, 31.065, 2.214], [43.550, 31.199, 1.356], [43.177, 33.140, 2.605], [44.863, 33.039, 3.576], [43.980, 30.984, 4.350], [42.194, 33.288, 4.629], [43.520, 32.898, 5.567], [42.521, 30.749, 6.251], [41.059, 30.993, 5.604], [40.151, 30.782, 7.784], [39.766, 32.340, 7.186], [40.108, 32.150, 8.792], [48.357, 29.559, 11.107], [48.874, 29.749, 9.775], [48.050, 30.675, 9.177], [48.814, 31.602, 8.201], [47.793, 32.174, 7.345], [48.487, 33.037, 6.416], [47.496, 33.913, 5.709], [47.994, 34.830, 4.825], [47.074, 35.598, 4.062], [48.265, 30.514, 11.736], [49.000, 28.881, 11.651], [47.278, 29.222, 11.004], [47.601, 31.253, 9.884], [47.125, 30.161, 8.750], [49.630, 31.064, 7.565], [49.471, 32.365, 8.819], [47.221, 32.630, 8.080], [49.015, 32.601, 5.708], [49.145, 33.725, 6.943], [46.776, 34.352, 6.302], [46.950, 33.303, 5.160], [46.201, 35.008, 3.966], [47.737, 35.958, 3.077], [47.043, 36.470, 4.740], [55.059, 34.510, 0.998], [53.976, 33.664, 0.813], [53.410, 33.243, 2.009], [52.441, 32.039, 1.766], [51.740, 31.651, 2.951], [51.020, 30.435, 2.586], [50.463, 29.893, 3.979], [49.902, 28.640, 3.768], [50.081, 27.678, 4.814], [55.661, 33.872, 1.620], [54.723, 35.413, 1.440], [55.730, 34.712, 0.170], [52.914, 33.995, 2.579], [54.084, 33.015, 2.872], [53.058, 31.402, 1.122], [51.845, 32.444, 1.050], [51.010, 32.331, 3.226], [51.706, 29.585, 2.277], [50.429, 30.363, 1.849], [49.825, 30.733, 4.468], [51.451, 29.758, 4.515], [51.101, 27.069, 5.020], [49.589, 26.871, 4.364], [49.404, 27.874, 5.511], [45.389, 25.382, 5.395], [45.171, 26.539, 6.096], [44.365, 26.236, 7.273], [44.272, 27.635, 7.982], [43.256, 27.555, 9.126], [42.750, 28.893, 9.443], [41.813, 29.077, 10.550], [41.447, 30.504, 10.560], [40.764, 30.951, 11.791], [46.276, 25.519, 4.706], [44.644, 24.946, 4.977], [45.482, 24.708, 6.204], [44.833, 25.584, 7.946], [43.331, 26.209, 6.870], [43.796, 28.264, 7.409], [45.283, 28.009, 8.257], [43.631, 27.010, 9.818], [42.453, 29.090, 8.448], [43.502, 29.938, 9.338], [42.384, 28.963, 11.588], [40.876, 28.473, 10.453], [40.518, 31.975, 11.742], [41.477, 30.552, 12.524], [39.720, 30.450, 12.040], [47.247, 28.362, 1.877], [47.248, 28.357, 0.451], [47.942, 27.569, 2.093], [46.322, 28.105, 2.214], [47.504, 29.389, 2.243], [47.188, 27.464, 0.132], [46.382, 29.664, 5.444], [45.697, 30.852, 5.687], [46.355, 29.122, 6.351], [47.333, 29.738, 5.098], [45.912, 28.985, 4.628], [46.337, 31.421, 6.319]]
}

{
  "formula": "C26H71N5O8",
  "method": "wB97M-V/def2-TZVPD",
  "smiles": "COC[C@H](C)N.COC[C@H](C)N.COC[C@H](C)N.COC[C@H](C)N.COCCNCCOC.CCO.CCO",
  "e_above_lowest_kj_mol": 0.00,
  "orbital_gap_ev": 9.185,
  "homo_energy_ev": -8.7849,
  "total_energy_ev": -51939.2603,
  "e_lumo_ev": 0.40,
  "species": ["C", "O", "C", "C", "C", "N", "H", "H", "H", "H", "H", "H", "H", "H", "H", "H", "H", "C", "O", "C", "C", "C", "N", "H", "H", "H", "H", "H", "H", "H", "H", "H", "H", "H", "C", "O", "C", "C", "C", "N", "H", "H", "H", "H", "H", "H", "H", "H", "H", "H", "H", "C", "O", "C", "C", "C", "N", "H", "H", "H", "H", "H", "H", "H", "H", "H", "H", "H", "C", "O", "C", "C", "N", "C", "C", "O", "C", "H", "H", "H", "H", "H", "H", "H", "H", "H", "H", "H", "H", "H", "H", "H", "C", "C", "O", "H", "H", "H", "H", "H", "H", "C", "C", "O", "H", "H", "H", "H", "H", "H"],
  "coordinates": [[0.422, -7.206, -9.962], [0.827, -6.142, -10.789], [0.464, -4.837, -10.365], [0.922, -4.524, -8.958], [0.644, -3.065, -8.548], [2.354, -4.792, -8.828], [-0.660, -7.372, -10.001], [0.838, -7.090, -8.954], [0.882, -8.131, -10.322], [0.923, -4.180, -11.104], [-0.634, -4.737, -10.418], [0.368, -5.097, -8.210], [-0.303, -2.753, -8.995], [1.472, -2.395, -8.744], [0.462, -3.086, -7.471], [2.953, -3.974, -8.889], [2.702, -5.484, -9.477], [-2.641, 5.674, -9.086], [-3.342, 5.946, -10.281], [-4.661, 5.439, -10.259], [-5.373, 5.922, -11.498], [-6.871, 5.682, -11.471], [-4.772, 5.366, -12.716], [-2.774, 4.617, -8.804], [-2.952, 6.356, -8.294], [-1.568, 5.629, -9.292], [-4.690, 4.340, -10.224], [-5.166, 5.867, -9.381], [-5.235, 7.018, -11.482], [-7.318, 6.312, -12.245], [-7.333, 6.042, -10.550], [-7.097, 4.630, -11.630], [-5.054, 5.957, -13.493], [-3.763, 5.472, -12.655], [-0.642, 0.986, -4.210], [-1.976, 1.361, -4.499], [-2.230, 2.735, -4.295], [-1.828, 3.550, -5.528], [-2.205, 5.006, -5.314], [-2.550, 2.999, -6.721], [-0.512, -0.079, -4.394], [-0.421, 1.125, -3.140], [0.110, 1.533, -4.792], [-3.323, 2.780, -4.197], [-1.852, 3.044, -3.313], [-0.744, 3.465, -5.636], [-3.280, 5.176, -5.268], [-1.693, 5.730, -5.946], [-1.810, 5.288, -4.323], [-3.541, 3.089, -6.493], [-2.378, 1.996, -6.558], [4.020, 5.476, -7.600], [5.274, 4.918, -7.224], [5.420, 3.571, -7.597], [6.063, 3.387, -8.957], [6.141, 1.939, -9.395], [7.397, 4.027, -9.095], [3.758, 5.266, -8.649], [4.096, 6.553, -7.508], [3.238, 4.980, -7.013], [5.948, 3.033, -6.791], [4.453, 3.046, -7.532], [5.366, 3.920, -9.624], [6.655, 1.300, -8.673], [6.621, 1.829, -10.368], [5.155, 1.499, -9.574], [7.315, 4.970, -8.703], [7.984, 3.585, -8.377], [7.012, -1.427, -7.703], [5.618, -1.295, -7.835], [4.995, -2.542, -8.009], [5.160, -3.129, -9.407], [4.381, -2.335, -10.363], [4.740, -2.612, -11.777], [4.477, -4.066, -12.093], [5.620, -4.838, -11.862], [5.532, -6.079, -12.516], [7.468, -0.491, -7.384], [7.533, -1.681, -8.636], [7.277, -2.208, -6.980], [3.921, -2.438, -7.822], [5.257, -3.301, -7.256], [4.921, -4.190, -9.433], [6.240, -3.061, -9.632], [4.625, -1.388, -10.080], [5.790, -2.332, -11.937], [4.096, -1.902, -12.298], [4.284, -4.100, -13.178], [3.584, -4.389, -11.548], [6.343, -6.703, -12.157], [5.661, -5.932, -13.601], [4.550, -6.548, -12.399], [-3.080, -1.887, -11.300], [-2.814, -1.216, -9.958], [-3.545, -0.013, -9.855], [-2.532, -2.831, -11.378], [-2.731, -1.259, -12.118], [-4.144, -2.114, -11.377], [-1.741, -0.991, -9.911], [-3.003, -1.949, -9.164], [-2.931, 0.711, -9.701], [1.213, 0.561, -8.524], [0.389, 1.821, -8.449], [-0.970, 1.446, -8.669], [0.685, -0.203, -7.955], [2.215, 0.611, -8.093], [1.309, 0.264, -9.570], [0.684, 2.610, -9.151], [0.474, 2.254, -7.441], [-1.547, 2.134, -8.301]]
}

{
  "formula": "C26H72N3O12",
  "method": "wB97M-V/def2-TZVPD",
  "e_above_lowest_kj_mol": 0.00,
  "orbital_gap_ev": 9.643,
  "homo_energy_ev": -11.6523,
  "total_charge": 1,
  "total_energy_ev": -57160.4006,
  "e_lumo_ev": -2.01,
  "species": ["C", "C", "C", "C", "C", "C", "C", "C", "C", "C", "C", "N", "C", "C", "C", "C", "N", "O", "N", "H", "H", "H", "H", "H", "H", "H", "H", "H", "H", "H", "H", "H", "H", "H", "H", "H", "H", "H", "H", "H", "H", "H", "H", "H", "H", "H", "H", "C", "O", "H", "H", "H", "H", "C", "O", "H", "H", "H", "H", "C", "O", "H", "H", "H", "H", "C", "O", "H", "H", "H", "H", "C", "O", "H", "H", "H", "H", "C", "O", "H", "H", "H", "H", "C", "O", "H", "H", "H", "H", "C", "O", "H", "H", "H", "H", "C", "O", "H", "H", "H", "H", "C", "O", "H", "H", "H", "H", "C", "O", "H", "H", "H", "H"],
  "coordinates": [[5.945, -1.517, 1.097], [4.579, -1.129, 0.474], [4.398, 0.408, 0.505], [3.847, 0.941, 1.850], [2.432, 1.568, 1.708], [1.419, 0.400, 1.555], [0.099, 0.584, 2.349], [0.032, -0.205, 3.661], [-0.016, -1.752, 3.496], [-0.711, -2.219, 2.256], [-1.906, -2.791, 2.050], [-2.068, -3.062, 0.691], [-0.964, -2.662, 0.089], [-0.590, -2.674, -1.365], [-1.736, -1.931, -2.147], [-2.116, -0.676, -1.377], [-3.525, -0.421, -1.225], [-1.289, 0.097, -0.934], [-0.143, -2.157, 0.988], [5.930, -1.196, 2.148], [6.714, -0.940, 0.573], [6.147, -2.587, 1.004], [4.638, -1.465, -0.582], [3.741, -1.674, 0.932], [5.409, 0.822, 0.385], [3.809, 0.711, -0.370], [3.829, 0.116, 2.575], [4.496, 1.721, 2.267], [2.202, 2.256, 2.524], [2.465, 2.136, 0.767], [1.920, -0.509, 1.922], [1.161, 0.303, 0.489], [-0.036, 1.647, 2.620], [-0.736, 0.340, 1.675], [0.910, 0.068, 4.253], [-0.837, 0.145, 4.232], [-0.546, -2.168, 4.359], [0.985, -2.203, 3.484], [-2.642, -3.036, 2.801], [-2.866, -3.479, 0.218], [-0.370, -3.665, -1.767], [0.293, -2.031, -1.468], [-1.401, -1.732, -3.169], [-2.613, -2.609, -2.159], [-3.692, 0.571, -1.376], [-3.816, -0.602, -0.266], [0.754, -1.805, 0.677], [-2.758, 3.350, 3.745], [-1.341, 3.247, 3.617], [-3.091, 2.598, 4.456], [-3.035, 4.340, 4.114], [-3.240, 3.172, 2.780], [-1.063, 3.918, 2.987], [-6.166, -3.379, 1.149], [-5.012, -3.320, 0.303], [-5.873, -3.071, 2.149], [-6.938, -2.706, 0.776], [-6.553, -4.399, 1.186], [-5.289, -3.596, -0.580], [-5.007, -2.560, -4.017], [-4.452, -3.667, -3.310], [-5.355, -1.821, -3.300], [-4.244, -2.109, -4.656], [-5.849, -2.895, -4.626], [-4.152, -4.302, -3.972], [1.863, -2.622, 6.682], [1.983, -1.254, 6.296], [0.823, -2.919, 6.568], [2.489, -3.251, 6.044], [2.160, -2.749, 7.724], [2.907, -1.008, 6.404], [2.671, 3.003, 5.728], [2.632, 1.737, 5.072], [3.359, 3.647, 5.186], [1.677, 3.459, 5.730], [3.023, 2.888, 6.756], [2.020, 1.179, 5.564], [0.184, 3.101, -2.830], [-0.009, 1.830, -3.455], [0.871, 3.684, -3.435], [-0.766, 3.632, -2.758], [0.609, 2.967, -1.831], [-0.619, 1.331, -2.905], [-1.435, -5.017, -5.758], [-2.616, -4.295, -6.103], [-1.577, -5.451, -4.770], [-1.255, -5.818, -6.477], [-0.573, -4.346, -5.735], [-2.475, -3.919, -6.977], [-2.412, -5.763, -1.524], [-3.227, -6.674, -0.803], [-2.317, -6.116, -2.548], [-2.868, -4.767, -1.529], [-1.418, -5.715, -1.065], [-3.302, -6.352, 0.100], [0.952, 6.966, -3.347], [0.094, 6.094, -2.608], [1.018, 6.597, -4.368], [0.545, 7.979, -3.354], [1.949, 6.974, -2.901], [0.047, 6.435, -1.711], [-0.319, 11.134, -3.157], [1.073, 10.938, -3.388], [-0.644, 10.416, -2.407], [-0.504, 12.145, -2.789], [-0.884, 10.970, -4.079], [1.345, 11.577, -4.052], [4.627, -0.574, -3.786], [5.186, -1.673, -3.070], [4.209, 0.125, -3.066], [5.401, -0.068, -4.369], [3.834, -0.919, -4.454], [5.553, -2.281, -3.718]]
}